Entry 1:
Molecular formula: H26O13
Method: DFT, ωB97M-V with the def2-TZVPD basis set

Computed properties:
**Energy above the lowest of the compared OMol25 structures with the same formula, charge and spin**: 59.9 kcal per mole
**HOMO-LUMO gap**: 9.84 eV
**Energy**: -27039.3499 eV
**F_max**: 4.093 eV/Å
**LUMO level**: -0.0090 Ha

Element x y z (Å)
1 O 27.80700 -0.58500 -0.99800
2 H 28.20100 0.26600 -1.25000
3 H 28.54700 -1.18400 -0.79200
4 O 27.53000 3.99800 -2.20600
5 H 27.66100 4.70900 -1.54900
6 H 27.40800 4.46000 -3.03900
7 O 25.38400 -1.64500 -6.46400
8 H 26.04100 -0.96400 -6.24700
9 H 25.68200 -2.35600 -7.01700
10 O 27.07100 1.52100 -3.64800
11 H 26.78000 0.92000 -4.31100
12 H 26.35600 1.35100 -3.06000
13 O 28.79700 1.89800 -1.33100
14 H 28.87500 1.97200 -0.35800
15 H 28.34900 2.67900 -1.63800
16 O 24.98700 0.29800 -2.50600
17 H 25.06700 -0.50600 -1.98200
18 H 24.78300 1.08500 -1.99300
19 O 27.11500 4.74000 -4.87300
20 H 27.01000 5.18600 -5.66900
21 H 27.04500 3.82900 -5.11200
22 O 29.09000 2.70900 -4.98400
23 H 28.60800 2.48900 -4.22500
24 H 29.29500 3.67000 -4.91600
25 O 24.96900 3.76200 -3.21200
26 H 25.82900 3.69000 -2.76300
27 H 24.25200 3.70600 -2.58800
28 O 24.93600 2.26200 -0.71300
29 H 25.45800 2.06000 0.03100
30 H 24.28000 2.83100 -0.30300
31 O 23.62500 0.85700 -4.89900
32 H 23.94800 1.30800 -4.18100
33 H 22.92700 1.42000 -5.29100
34 O 26.56600 0.64200 -6.18700
35 H 25.66000 0.90800 -6.15200
36 H 26.99800 1.04500 -6.95400
37 O 28.43700 -0.88600 -4.93300
38 H 28.13600 -0.05200 -5.21900
39 H 27.77100 -1.19200 -4.35200

***

Entry 2:
Molecular formula: C14H36AsF6MgN3O13
Method: DFT, ωB97M-V with the def2-TZVPD basis set

Computed properties:
**Energy above the lowest of the compared OMol25 structures with the same formula, charge and spin**: 0.0 kcal per mole
**HOMO-LUMO gap**: 8.56 eV
**Energy**: -128772.2897 eV
**F_max**: 2.864 eV/Å
**LUMO level**: -0.0154 Ha

Element x y z (Å)
1 Mg 1.87916 2.63253 1.18969
2 N 2.89970 1.51702 4.02826
3 O 2.38366 2.02403 2.98249
4 O 3.60733 0.52303 3.91736
5 O 2.66038 2.03360 5.11123
6 As -0.18788 -0.37739 1.27298
7 F 0.90144 -1.33332 0.35091
8 F -1.16456 0.01613 -0.14064
9 F -1.28718 0.61717 2.18223
10 F 0.71994 -0.62551 2.73504
11 F 0.75948 1.11143 0.84625
12 F -1.07019 -1.83012 1.67267
13 C -4.81473 0.18376 -0.10566
14 N -4.97777 1.34977 -1.02763
15 O -5.74414 2.24153 -0.70966
16 O -4.26133 1.36156 -2.00519
17 H -5.39380 -0.66912 -0.44089
18 H -5.10556 0.42711 0.91393
19 H -3.74268 0.02262 -0.03800
20 C -1.06477 -4.77044 2.30632
21 N -2.50544 -4.74150 2.71931
22 O -3.32878 -4.59929 1.85823
23 O -2.74001 -4.95726 3.88057
24 H -0.97058 -5.71651 1.77571
25 H -0.35772 -4.57340 3.09699
26 H -1.05206 -4.02884 1.51140
27 C 2.14525 2.87698 -2.05923
28 O 1.64463 3.12172 -0.75583
29 C 0.58096 4.11334 -0.78704
30 C -0.43627 3.74738 0.31445
31 O 0.27600 3.61951 1.53694
32 C -0.58994 3.72661 2.66470
33 H 3.03061 2.24995 -2.03292
34 H 2.41658 3.82702 -2.53153
35 H 1.40021 2.44432 -2.72952
36 H 0.08386 4.00494 -1.75196
37 H 0.98498 5.12316 -0.71811
38 H -0.91928 2.80318 0.05074
39 H -1.19613 4.53014 0.35379
40 H -0.04160 3.51155 3.58012
41 H -1.48729 3.12311 2.54861
42 H -0.90708 4.76453 2.82587
43 C 3.71467 0.22127 0.50735
44 O 3.52110 1.66327 0.54743
45 C 4.72445 2.37083 0.63745
46 C 4.41594 3.86872 0.33093
47 O 3.27551 4.28424 1.11687
48 C 3.10807 5.69848 1.03120
49 H 2.95367 -0.22439 1.13914
50 H 4.63143 0.03477 1.06821
51 H 3.76307 -0.17154 -0.50280
52 H 5.43865 2.14007 -0.16692
53 H 5.36235 2.26513 1.51699
54 H 4.21350 4.09847 -0.71470
55 H 5.25855 4.47688 0.67129
56 H 2.15175 5.97070 1.46724
57 H 3.26665 6.17911 0.06249
58 H 3.90518 6.11474 1.65679
59 C -3.57519 -7.58605 -4.55888
60 O -2.90542 -6.35654 -4.54824
61 C -2.27991 -6.00583 -3.33320
62 C -2.16546 -4.50368 -3.22566
63 O -1.46215 -4.34448 -1.98382
64 C -1.13956 -2.98473 -1.70564
65 H -2.95128 -8.38210 -4.13469
66 H -3.84676 -7.86833 -5.57353
67 H -4.49179 -7.50329 -3.96002
68 H -1.27831 -6.43708 -3.22930
69 H -2.88469 -6.41567 -2.51686
70 H -3.15346 -4.04221 -3.14289
71 H -1.58373 -4.00112 -4.00042
72 H -1.98188 -2.30795 -1.83908
73 H -0.29711 -2.63054 -2.31082
74 H -0.73524 -3.04723 -0.69888

***

Entry 3:
Molecular formula: C24H34FN3O
Method: DFT, ωB97M-V with the def2-TZVPD basis set

Computed properties:
**Energy above the lowest of the compared OMol25 structures with the same formula, charge and spin**: 0.0 kcal per mole
**HOMO-LUMO gap**: 8.57 eV
**Energy**: -34673.0325 eV
**F_max**: 2.323 eV/Å
**LUMO level**: -0.0318 Ha

Element x y z (Å)
1 C -1.08641 -4.32041 3.20924
2 C -2.29003 -3.31023 3.02116
3 C -2.13054 -2.48063 1.71809
4 C -2.66451 -3.26433 0.48551
5 C -2.12674 -2.63277 -0.84100
6 C -2.91288 -1.35683 -1.26371
7 C -2.90112 -1.14142 -2.79595
8 C -1.49450 -1.23306 -3.47491
9 C -0.34840 -0.46105 -2.74731
10 C 0.82376 -1.41431 -2.29904
11 C 2.20234 -1.06295 -2.91795
12 C 3.03871 -0.01997 -2.12118
13 C 3.31399 -0.38391 -0.63667
14 C 3.57998 0.92692 0.19044
15 C 2.29342 1.46290 0.89250
16 C 1.92229 2.91369 0.58311
17 C 2.42935 3.63885 -0.47164
18 C 2.03810 5.00975 -0.71077
19 C 1.12292 5.58763 0.12658
20 C 0.54521 4.89501 1.24237
21 N -0.35471 5.58553 2.01484
22 C -0.80461 4.80862 2.94366
23 F -1.72920 5.33374 3.77027
24 C -0.45353 3.44012 3.18258
25 O -1.07869 2.73056 4.23700
26 C -1.41533 1.54045 3.74454
27 N -1.48746 0.44525 3.35427
28 N 0.42629 2.81707 2.46923
29 C 0.95478 3.56054 1.44860
30 H -0.36988 -4.24162 2.37536
31 H -0.55960 -4.13446 4.16432
32 H -1.48725 -5.34767 3.30490
33 H -2.27026 -2.65940 3.91357
34 H -3.21967 -3.90360 3.00282
35 H -2.68235 -1.53084 1.85456
36 H -1.06501 -2.19931 1.61622
37 H -3.76742 -3.25326 0.47781
38 H -2.26192 -4.29326 0.58409
39 H -2.10168 -3.37412 -1.66308
40 H -1.09924 -2.30253 -0.59738
41 H -3.95107 -1.42157 -0.87800
42 H -2.47513 -0.47779 -0.74756
43 H -3.40841 -0.20803 -3.10861
44 H -3.51305 -1.96238 -3.22894
45 H -1.27610 -2.29708 -3.66161
46 H -1.60389 -0.76540 -4.47473
47 H 0.07811 0.30815 -3.41931
48 H -0.71657 0.05564 -1.84257
49 H 0.81491 -1.45728 -1.19761
50 H 0.57806 -2.44028 -2.63956
51 H 1.99036 -0.61160 -3.91099
52 H 2.81149 -1.96205 -3.11582
53 H 4.03107 0.02752 -2.61678
54 H 2.57641 0.98031 -2.22434
55 H 2.50018 -0.93981 -0.14257
56 H 4.20687 -1.03728 -0.58471
57 H 4.31374 0.62751 0.96562
58 H 4.10215 1.65126 -0.45166
59 H 1.47492 0.74651 0.70095
60 H 2.48874 1.42233 1.98148
61 H 3.13850 3.19286 -1.17568
62 H 2.46885 5.56174 -1.55268
63 H 0.84163 6.63208 -0.06134

***

Entry 4:
Molecular formula: C20H36O14S2
Method: DFT, ωB97M-V with the def2-TZVPD basis set

Computed properties:
**Energy above the lowest of the compared OMol25 structures with the same formula, charge and spin**: 15.6 kcal per mole
**HOMO-LUMO gap**: 9.26 eV
**Energy**: -71658.7169 eV
**F_max**: 2.476 eV/Å
**LUMO level**: 0.0094 Ha

Element x y z (Å)
1 C 2.45753 -1.91252 -3.43385
2 C 2.85116 -1.82838 -4.87743
3 C 1.81387 -1.14356 -5.77739
4 O 2.61594 -0.33358 -6.64568
5 C 3.78206 -0.08793 -6.01923
6 O 4.55965 0.75360 -6.36348
7 O 3.93792 -0.88571 -4.97268
8 H 1.56280 -2.50900 -3.20281
9 H 2.19683 -0.96093 -2.97152
10 H 3.17072 -2.47579 -2.82747
11 H 3.16767 -2.78120 -5.30154
12 H 1.09118 -0.54377 -5.22047
13 H 1.25145 -1.83988 -6.39739
14 C -3.50024 -1.18617 1.13371
15 C -3.67258 0.08130 0.31603
16 C -4.01880 1.36597 1.09878
17 O -3.12008 2.32232 0.59705
18 C -2.12182 1.73449 -0.10439
19 O -1.09438 2.27572 -0.35095
20 O -2.39210 0.41674 -0.22606
21 H -3.07302 -1.92985 0.45833
22 H -4.47871 -1.60057 1.39053
23 H -2.95053 -1.04029 2.06284
24 H -4.41726 -0.12390 -0.45540
25 H -3.89203 1.16773 2.16378
26 H -5.02604 1.70496 0.85842
27 C 2.17066 -0.23910 1.88183
28 C 0.80922 -0.57174 1.33194
29 C 0.83103 -0.59944 -0.22215
30 O 0.19285 -1.82493 -0.54552
31 C -0.02080 -2.55938 0.56758
32 O -0.47195 -3.66389 0.56320
33 O 0.42805 -1.90578 1.63305
34 H 2.95820 -0.89956 1.51057
35 H 2.28093 -0.25398 2.96731
36 H 2.45464 0.75992 1.54776
37 H 0.04704 0.12871 1.68122
38 H 1.85733 -0.59862 -0.60097
39 H 0.37723 0.29400 -0.65226
40 C -0.52986 -1.53625 5.07740
41 C -0.81919 -0.12796 5.54874
42 C 0.34285 0.86751 5.56060
43 O 0.15505 1.59831 4.33968
44 C -1.09248 1.40157 3.91257
45 O -1.58507 1.98155 2.99097
46 O -1.74661 0.50602 4.66206
47 H 0.21281 -2.04538 5.68928
48 H -0.25513 -1.56516 4.02199
49 H -1.45223 -2.11631 5.15486
50 H -1.19453 -0.12238 6.57323
51 H 1.32199 0.39164 5.56033
52 H 0.29257 1.50240 6.44414
53 C 2.39692 3.58100 2.48789
54 S 3.27589 4.67795 1.32620
55 O 4.71287 4.56079 1.73485
56 C 3.12674 3.56855 -0.10019
57 H 2.36728 3.99188 3.49331
58 H 2.96807 2.65257 2.53087
59 H 1.40431 3.30303 2.12679
60 H 2.21048 3.69193 -0.67529
61 H 3.29033 2.52056 0.15466
62 H 3.98721 3.82350 -0.72330
63 C -1.68374 -1.91733 -2.89194
64 S -3.36525 -2.25951 -3.42636
65 O -4.26792 -2.28706 -2.22405
66 C -3.61101 -0.65715 -4.27150
67 H -1.58089 -1.06096 -2.23069
68 H -1.11456 -1.80456 -3.81902
69 H -1.28372 -2.80850 -2.41072
70 H -4.57195 -0.69896 -4.78198
71 H -2.78844 -0.41799 -4.93796
72 H -3.73847 0.09871 -3.49273

***

Entry 5:
Molecular formula: C4H8NO2
Method: DFT, ωB97M-V with the def2-TZVPD basis set

Computed properties:
**Energy above the lowest of the compared OMol25 structures with the same formula, charge and spin**: 93.2 kcal per mole
**HOMO-LUMO gap**: 11.34 eV
**Energy**: -9852.2875 eV
**F_max**: 5.092 eV/Å
**Total charge**: +1
**LUMO level**: -0.1253 Ha

Element x y z (Å)
1 C -1.87144 0.73015 0.37800
2 C -1.36624 0.62763 -0.82996
3 C -0.70037 -0.28538 0.19848
4 C 0.78551 0.36042 0.52687
5 N 1.56783 -0.67504 -0.37092
6 O -0.73346 -1.65382 0.14016
7 O 0.95439 1.65429 0.15562
8 H -2.21706 1.13981 1.33356
9 H -1.42181 0.85235 -1.86011
10 H 1.09412 -0.06633 1.53514
11 H 1.44562 -0.22779 -1.37006
12 H 1.02731 -1.64895 -0.40866
13 H 2.56279 -0.80909 -0.22044
14 H -1.17028 -1.95110 0.90513
15 H 0.04311 1.95285 -0.11282

***

Entry 6:
Molecular formula: C32H83IN3O10P2
Method: DFT, ωB97M-V with the def2-TZVPD basis set

Computed properties:
**HOMO-LUMO gap**: 7.10 eV
**Energy**: -86146.4434 eV
**F_max**: 1.787 eV/Å
**Total charge**: +1
**LUMO level**: -0.1423 Ha

Element x y z (Å)
1 C -1.88980 2.59182 -3.79767
2 C -2.73923 2.90240 -2.57505
3 C -3.01358 1.67308 -1.68731
4 N -1.92266 0.68286 -1.67295
5 I -2.31813 -1.15507 -2.50575
6 C -0.76723 0.92228 -1.13583
7 N -0.57333 2.14369 -0.51822
8 N 0.28444 0.02499 -1.07503
9 P 1.62288 0.20935 -2.18867
10 P 1.13364 -0.94037 -3.99769
11 O 0.57912 -2.22972 -3.60314
12 O 2.53296 -1.10314 -4.74602
13 O 0.17961 -0.14518 -5.01617
14 H -1.61868 3.50597 -4.31391
15 H -0.95705 2.09361 -3.53670
16 H -2.40821 1.92676 -4.48275
17 H -3.69909 3.30882 -2.87292
18 H -2.25908 3.65552 -1.95536
19 H -3.23096 1.96803 -0.66429
20 H -3.89879 1.19245 -2.08336
21 H -0.47242 2.91723 -1.16514
22 H 0.20262 2.09235 0.12864
23 H -0.02083 -0.94322 -0.98176
24 H 1.49874 1.54173 -2.62596
25 H 2.98506 -0.26239 -4.89811
26 H 0.68222 0.45235 -5.57936
27 C -0.50387 -6.02352 0.78589
28 C -1.71073 -5.26273 0.26654
29 O -1.42415 -4.39520 -0.81906
30 C -0.89536 -5.01041 -1.98731
31 C -1.81148 -6.05663 -2.59994
32 H 0.28214 -5.33152 1.09145
33 H -0.78777 -6.63039 1.64540
34 H -0.08573 -6.69227 0.03268
35 H -2.09930 -4.61644 1.05494
36 H -2.51712 -5.95436 0.00118
37 H 0.09076 -5.43505 -1.77785
38 H -0.73667 -4.20138 -2.70169
39 H -1.98988 -6.89509 -1.92665
40 H -1.36694 -6.45566 -3.51165
41 H -2.78045 -5.61959 -2.84870
42 C -4.36107 7.13118 -0.26738
43 C -5.14541 5.91738 0.19728
44 O -4.39018 4.71510 0.22793
45 C -3.26096 4.71377 1.08419
46 C -3.59116 4.95957 2.54540
47 H -3.94240 6.95938 -1.26025
48 H -5.01435 8.00181 -0.31194
49 H -3.53722 7.37080 0.40597
50 H -5.96126 5.72268 -0.49931
51 H -5.60421 6.10456 1.17349
52 H -2.51139 5.43208 0.72971
53 H -2.81479 3.72189 0.97739
54 H -4.02915 5.94451 2.70523
55 H -2.68660 4.89608 3.15027
56 H -4.30294 4.21578 2.90583
57 C -6.71881 2.65138 0.09421
58 C -6.71605 1.17634 0.45211
59 O -7.33340 0.86905 1.68242
60 C -8.70741 1.20477 1.79250
61 C -9.59865 0.51700 0.77352
62 H -6.23620 3.22661 0.87837
63 H -6.17328 2.81108 -0.83695
64 H -7.72858 3.04375 -0.03956
65 H -5.67803 0.84864 0.56006
66 H -7.15361 0.57648 -0.35612
67 H -8.83941 2.29162 1.74906
68 H -8.99506 0.89500 2.79628
69 H -9.35379 0.80536 -0.24965
70 H -10.64041 0.78249 0.95172
71 H -9.49874 -0.56645 0.84865
72 C 2.09464 -6.61787 -3.64846
73 C 2.22118 -8.03081 -3.10428
74 O 1.54796 -9.00716 -3.87312
75 C 1.97219 -9.14707 -5.21756
76 C 3.43368 -9.53049 -5.37196
77 H 1.04380 -6.34106 -3.73362
78 H 2.59031 -5.91145 -2.98134
79 H 2.54593 -6.51370 -4.63571
80 H 1.76317 -8.08121 -2.11532
81 H 3.27550 -8.29997 -2.97424
82 H 1.75137 -8.23591 -5.78588
83 H 1.34386 -9.93417 -5.63300
84 H 4.10404 -8.76557 -4.97797
85 H 3.67266 -9.66962 -6.42635
86 H 3.64136 -10.46102 -4.84284
87 C 6.36181 3.68432 0.64924
88 C 4.90666 3.28701 0.49122
89 O 4.66773 2.34172 -0.54270
90 C 5.33492 1.09661 -0.40932
91 C 4.97002 0.33120 0.85055
92 H 6.75066 4.08850 -0.28596
93 H 6.46814 4.43995 1.42700
94 H 6.98877 2.83687 0.92894
95 H 4.31802 4.16389 0.21926
96 H 4.50359 2.92092 1.44252
97 H 6.41958 1.22641 -0.47911
98 H 5.03350 0.51629 -1.28253
99 H 5.26122 0.86602 1.75475
100 H 5.47382 -0.63525 0.85968
101 H 3.89228 0.16114 0.89624
102 C -4.42553 -1.14628 2.79792
103 C -2.97593 -1.33519 2.38318
104 O -2.02911 -0.84391 3.31102
105 C -2.06191 -1.43281 4.60208
106 C -1.81716 -2.93165 4.60526
107 H -4.63988 -0.09312 2.98351
108 H -5.09257 -1.50134 2.01175
109 H -4.66426 -1.69822 3.70703
110 H -2.79081 -0.77195 1.46349
111 H -2.77316 -2.38722 2.14961
112 H -3.00439 -1.19474 5.10606
113 H -1.27274 -0.93310 5.16260
114 H -2.59109 -3.47638 4.06271
115 H -1.80665 -3.30446 5.62910
116 H -0.85707 -3.16327 4.14147
117 C 10.48540 6.13605 4.38950
118 C 9.03313 5.72781 4.21445
119 O 8.81813 4.77500 3.18716
120 C 9.48846 3.53625 3.34020
121 C 9.11468 2.78545 4.60715
122 H 10.88488 6.53418 3.45633
123 H 10.56659 6.90333 5.15929
124 H 11.11434 5.29766 4.69094
125 H 8.44454 6.59779 3.92331
126 H 8.61734 5.36984 5.16294
127 H 10.57295 3.67762 3.28107
128 H 9.20260 2.94147 2.47212
129 H 9.38873 3.33594 5.50722
130 H 9.62825 1.82422 4.63711
131 H 8.03874 2.60686 4.64109

***

Entry 7:
Molecular formula: C6H14N2O2
Method: DFT, ωB97M-V with the def2-TZVPD basis set

Computed properties:
**Energy above the lowest of the compared OMol25 structures with the same formula, charge and spin**: 18.9 kcal per mole
**Spin multiplicity**: 2
**HOMO-LUMO gap (spin up / spin down)**: 2.63 / 9.66 eV
**Energy**: -13523.9460 eV
**F_max**: 2.579 eV/Å
**Total charge**: -1
**LUMO level (spin up / spin down)**: 0.1283 / 0.1258 Ha

Element x y z (Å)
1 C -2.80797 -0.66176 2.21132
2 C -1.33006 2.18820 0.25782
3 C -1.90168 0.09481 1.31246
4 O -0.92259 -0.43503 0.77676
5 N -2.18431 1.37509 1.10662
6 H -3.34110 0.01309 2.88858
7 H -2.24772 -1.37350 2.81685
8 H -2.91400 1.90950 1.57729
9 H -1.64015 3.21900 0.43735
10 H -3.57300 -1.22920 1.67764
11 H -0.28862 2.17410 0.59428
12 H -1.30875 1.85337 -0.77448
13 C 3.14056 0.42876 -0.04964
14 C 0.40791 -1.68106 -1.72553
15 C 1.61079 -0.83527 -1.47183
16 O 2.41423 -0.72997 -2.41180
17 N 1.79839 -0.00908 -0.39261
18 H 1.27322 -0.19420 0.45136
19 H 3.11299 1.34722 0.53377
20 H 3.70862 -0.34100 0.47382
21 H -0.27925 -1.83585 -0.90086
22 H 3.65632 0.67793 -0.97522
23 H -0.05077 -1.20279 -2.58539
24 H 0.77201 -2.68341 -1.95557